The following is a quantum chemistry calculation of an isolated molecule of C4H10BrNO3 in a non-equilibrium geometry, from OMol25.

* relative energy (zero: lowest compared OMol25 entry of this formula, charge and spin): 0.00 kJ/mol
* SMILES string: OCC(CO)(CO)NBr
* LUMO: 0.51 eV
* orbital gap: 9.3 eV

Geometry as ORCA input:
```
! wB97M-V def2-TZVPD RIJCOSX def2/J DEFGRID3
* xyz 0 1
C -0.8995 1.2032 0.2882
C -0.7778 -1.2165 -0.1806
C 1.3829 0.1031 0.3819
C -0.0455 0.0762 -0.3171
N 0.2858 0.3664 -1.7065
O -0.7540 1.3869 1.6750
O -1.0074 -1.4328 1.1739
O 2.1193 -0.9087 -0.1997
Br -1.2122 0.4968 -2.7841
H -0.5339 2.0363 -0.1879
H -2.0812 0.9115 0.0236
H -0.2100 -2.0066 -0.5326
H -1.7179 -1.1978 -0.8289
H 1.2338 0.1693 1.5303
H 1.9569 0.9690 0.1747
H 0.7537 1.2195 -1.9084
H -1.2554 0.6251 1.9134
H -0.3533 -2.0107 1.5165
H 3.1159 -0.7903 -0.0317
*
```

Atomic partial charges in e from the Löwdin method, atoms 1 to 5:
1 C -0.233
2 C -0.256
3 C -0.214
4 C -0.550
5 N -0.403


The following is a quantum chemistry calculation of a structure of composition C4H10BrO3SSi in a non-equilibrium geometry, from OMol25.

* LUMO: 2.37 eV
* orbital gap: 5.5 eV

Geometry as ORCA input:
```
! wB97M-V def2-TZVPD RIJCOSX def2/J DEFGRID3
* xyz -1 1
C -0.7900 1.3176 0.0380
Si -0.2166 -0.4337 -0.2322
C -1.3598 -1.5661 0.7427
C -0.4498 -0.8422 -2.0476
O 1.3760 -0.8230 0.3537
C 2.3538 0.0615 0.2519
O 3.3155 -0.0876 -0.4323
O 2.2547 1.2037 1.0139
S 1.9074 0.9704 2.6295
H -0.4121 1.9610 -0.7609
H -1.8847 1.3198 0.0363
H -0.3995 1.7182 0.9761
H -1.0622 -1.4942 1.7925
H -2.3789 -1.2076 0.6060
H -1.2594 -2.6145 0.4506
H 0.3642 -1.3970 -2.5154
H -0.6075 0.0907 -2.5955
H -1.3826 -1.4055 -2.1326
H 2.8449 0.0603 2.9436
Br -2.2133 3.1683 -1.1185
*
```

Atomic partial charges in e from the Löwdin method, atoms 1 to 5:
1 C -0.440
2 Si 0.487
3 C -0.171
4 C -0.152
5 O -0.080


The following is a quantum chemistry calculation of a cluster of 2 separate species, C4H10Cl in total in a non-equilibrium geometry, from OMol25.

* relative energy (zero: lowest compared OMol25 entry of this formula, charge and spin): 28.58 kJ/mol
* LUMO (alpha / beta): 0.93 / 0.73 eV
* orbital gap (alpha / beta): 8.0 / 12.4 eV

Geometry as ORCA input:
```
! wB97M-V def2-TZVPD RIJCOSX def2/J DEFGRID3
* xyz 0 2
Cl -0.9782 2.6662 1.3501
H -0.5855 1.6488 0.8444
C 0.1323 -0.3564 -0.1834
C -0.5220 0.1139 -1.4332
C -0.6685 -1.0868 0.8368
C 1.5080 0.0727 0.1425
H -0.0860 1.0252 -1.8701
H -0.3458 -0.6753 -2.1982
H -1.6188 0.1993 -1.3872
H -0.3304 -0.9424 1.8725
H -1.7568 -0.9283 0.7774
H -0.5220 -2.1720 0.6457
H 1.7372 0.1646 1.2139
H 2.2000 -0.7186 -0.2385
H 1.8365 0.9890 -0.3727
*
```

Atomic partial charges in e from the Löwdin method, atoms 1 to 5:
1 Cl 0.391
2 H -0.379
3 C -0.426
4 C -0.104
5 C -0.104


The following is a quantum chemistry calculation of a cluster of 2 separate species, C4H10ClN in total, from OMol25.

* relative energy (zero: lowest compared OMol25 entry of this formula, charge and spin): 59.58 kJ/mol
* SMILES string: C/C=C(/C)Cl.N
* LUMO: 0.82 eV
* orbital gap: 10.0 eV

Geometry as ORCA input:
```
! wB97M-V def2-TZVPD RIJCOSX def2/J DEFGRID3
* xyz 0 1
C -1.8816 0.9585 0.6363
C 1.4171 -1.1352 0.8749
C -0.8712 -0.1364 0.6813
C 0.4397 0.0007 0.8200
N 0.7076 0.0189 -2.5307
Cl 1.1610 1.5805 0.9586
H -2.4627 0.9638 1.5584
H -2.5722 0.8000 -0.1901
H -1.4057 1.9287 0.5225
H 2.4265 -0.7638 1.0279
H 1.1666 -1.8084 1.6930
H 1.3951 -1.7085 -0.0509
H 0.2229 0.9040 -2.6326
H -1.2593 -1.1436 0.6066
H 0.0549 -0.6285 -2.1033
H 1.4614 0.1692 -1.8719
*
```

Atomic partial charges in e from the Löwdin method, atoms 1 to 5:
1 C -0.112
2 C -0.124
3 C -0.222
4 C -0.748
5 N 0.023


The following is a quantum chemistry calculation of an isolated molecule of C4H10ClN in a non-equilibrium geometry, from OMol25.

* relative energy (zero: lowest compared OMol25 entry of this formula, charge and spin): 116.63 kJ/mol
* SMILES string: CNCCCCl
* LUMO: 1.06 eV
* orbital gap: 10.0 eV

Geometry as ORCA input:
```
! wB97M-V def2-TZVPD RIJCOSX def2/J DEFGRID3
* xyz 0 1
C -1.7662 -1.2706 -0.6438
C 0.3676 -0.1172 -0.7536
C 1.4077 0.5058 0.2741
C 0.7344 1.4792 1.3465
H -2.4073 -1.8237 0.0757
H -1.5385 -1.6270 -1.6936
H -2.2264 -0.2978 -0.7347
H -0.0427 -1.9670 -0.0039
H -0.2676 0.5816 -1.1531
H 0.7910 -0.7267 -1.5655
H 1.7986 -0.3246 0.8591
H 2.2028 0.9168 -0.3064
H 1.4199 1.7253 2.2067
H -0.1830 0.9928 1.6969
N -0.4631 -1.0106 -0.0018
Cl 0.1730 2.9637 0.3973
*
```

Atomic partial charges in e from the Löwdin method, atoms 1 to 5:
1 C -0.129
2 C -0.269
3 C -0.230
4 C -0.505
5 H 0.088


The following is a quantum chemistry calculation of an isolated molecule of C4H10ClN in a non-equilibrium geometry, from OMol25.

* relative energy (zero: lowest compared OMol25 entry of this formula, charge and spin): 107.63 kJ/mol
* SMILES string: CC[C@H](N)CCl
* LUMO: 1.05 eV
* orbital gap: 10.5 eV

Geometry as ORCA input:
```
! wB97M-V def2-TZVPD RIJCOSX def2/J DEFGRID3
* xyz 0 1
C -0.6482 2.0045 -0.0970
C -1.4974 0.8479 0.2131
C -0.7678 -0.4608 -0.2058
C 0.6020 -0.8023 0.5332
H -0.3846 1.9740 -1.1788
H 0.2953 2.0101 0.2746
H -1.0894 2.8574 0.3169
H -1.7912 0.7006 1.2446
H -2.5325 0.8063 -0.1906
H -0.4523 -0.2306 -1.1755
H -1.7825 -2.0030 -1.0483
H -2.4267 -1.3290 0.3420
H 0.4917 -0.5767 1.6004
H 0.6901 -1.8734 0.3406
N -1.5787 -1.6440 -0.1592
Cl 1.9942 -0.0214 -0.1219
*
```

Atomic partial charges in e from the Löwdin method, atoms 1 to 5:
1 C -0.119
2 C -0.240
3 C -0.470
4 C -0.586
5 H 0.106


The following is a quantum chemistry calculation of an isolated molecule of C4H10ClN3 in a non-equilibrium geometry, from OMol25.

* relative energy (zero: lowest compared OMol25 entry of this formula, charge and spin): 55.93 kJ/mol
* SMILES string: NC[C@]1(Cl)[C@H](N)[C@@H]1N
* LUMO: 0.79 eV
* orbital gap: 9.6 eV

Geometry as ORCA input:
```
! wB97M-V def2-TZVPD RIJCOSX def2/J DEFGRID3
* xyz 0 1
C -1.3817 0.2277 0.4260
C -0.0159 -0.1154 0.9408
C 1.2283 0.6087 0.4496
C 0.9439 -0.8088 0.0113
H -3.1368 -0.7303 0.0007
H -1.7623 -1.5349 -0.4692
H -1.8946 0.9025 1.1521
H -1.2896 0.8072 -0.4876
H 2.0129 0.7616 1.2137
H 1.9933 1.8473 -0.9828
H 0.7325 2.5233 -0.1175
H 1.5095 -1.5888 0.4603
H 0.4051 -0.2096 -1.8118
H 1.2223 -1.6305 -1.8100
N -2.1790 -0.9783 0.2830
N 1.0731 1.6349 -0.5491
N 0.5079 -1.0945 -1.3413
Cl 0.0310 -0.6222 2.6318
*
```

Atomic partial charges in e from the Löwdin method, atoms 1 to 5:
1 C -0.313
2 C -0.747
3 C -0.322
4 C -0.305
5 H 0.075


The following is a quantum chemistry calculation of the ion C4H10ClN4 with charge +1 in a non-equilibrium geometry, from OMol25.

* relative energy (zero: lowest compared OMol25 entry of this formula, charge and spin): 477.58 kJ/mol
* SMILES string: C=C[C@H](N=[NH2+])NNCCl
* LUMO (alpha / beta): -4.97 / -5.65 eV
* orbital gap (alpha / beta): 8.3 / 7.1 eV

Geometry as ORCA input:
```
! wB97M-V def2-TZVPD RIJCOSX def2/J DEFGRID3
* xyz 1 1
C 0.9312 2.7980 0.3337
C 0.8115 1.5712 0.9035
C -1.2892 -2.6110 -0.2177
C 0.8995 0.1535 0.3509
N -0.1960 -2.1172 0.7587
N -0.1265 -0.8301 0.8923
N 0.5927 -0.0236 -0.9368
N -0.2310 0.9216 -1.3528
Cl -1.1197 -2.4620 -1.9813
H 1.0771 3.6664 0.9853
H 0.8947 3.2967 -0.7148
H 0.8032 1.4486 1.9611
H -1.6120 -3.6301 -0.0589
H -2.1010 -1.8141 0.0191
H 1.8906 -0.2344 0.5771
H 0.5569 -2.8398 0.7628
H -1.0939 -0.3414 0.9648
H -0.2578 1.8959 -0.9343
H -0.4303 1.1517 -2.3128
*
```

Atomic partial charges in e from the Löwdin method, atoms 1 to 5:
1 C 0.034
2 C -0.090
3 C -0.534
4 C -0.358
5 N -0.065


no.,calculated total energy (a.u.)
1,-3012.79555
2,-3645.92243
3,-618.52928
4,-673.33675
5,-673.31501
6,-673.31844
7,-782.84005
8,-837.15263